[1]
Computed, not measured: a structure of composition C61H49FN4O2P3SiSn in a non-equilibrium geometry, with wB97M-V/def2-TZVPD.

ORCA input file:
```
! RIJCOSX wB97M-V def2-TZVPD def2/J DEFGRID3
* xyz -2 2
Sn -0.502 -0.056 -0.240
C -5.390 1.983 -3.566
C -4.083 2.268 -3.197
C -3.447 1.517 -2.213
C -4.104 0.469 -1.565
C -5.417 0.193 -1.959
C -6.057 0.936 -2.941
P -3.332 -0.603 -0.260
C -3.607 0.468 1.215
C -3.366 1.848 1.234
C -3.562 2.606 2.381
C -4.000 2.004 3.555
C -4.229 0.633 3.563
C -4.026 -0.120 2.415
C -0.269 -1.973 0.916
C -1.114 -3.034 1.251
C -0.636 -4.124 1.975
C 0.701 -4.174 2.364
C 1.550 -3.121 2.038
C 1.071 -2.013 1.334
Si 2.100 -0.517 0.618
C 3.147 0.150 2.092
C 4.544 0.070 2.106
C 5.312 0.754 3.044
C 4.688 1.548 3.996
C 3.301 1.623 4.012
C 2.537 0.922 3.086
P 0.698 0.961 3.044
C 0.317 -0.466 4.142
C 1.273 -1.233 4.800
C 0.892 -2.285 5.625
C -0.450 -2.582 5.802
C -1.414 -1.831 5.136
C -1.031 -0.788 4.306
C 0.293 2.373 4.163
C 0.144 3.614 3.544
C -0.150 4.748 4.292
C -0.311 4.653 5.667
C -0.171 3.420 6.292
C 0.134 2.290 5.545
C 3.054 -1.465 -0.739
C 4.271 -2.124 -0.510
C 5.060 -2.604 -1.547
C 4.645 -2.413 -2.857
C 3.403 -1.848 -3.097
C 2.568 -1.422 -2.062
P 0.643 -1.228 -2.477
C -1.035 -1.248 -3.489
C -2.063 -2.006 -2.923
C -3.315 -2.097 -3.510
C -3.581 -1.421 -4.696
C -2.573 -0.676 -5.288
C -1.314 -0.599 -4.691
C 0.720 -3.092 -2.737
C 0.916 -3.967 -1.667
C 1.039 -5.333 -1.885
C 1.003 -5.846 -3.175
C 0.819 -4.981 -4.246
C 0.663 -3.619 -4.024
H -5.884 2.568 -4.333
H -3.549 3.080 -3.678
H -2.415 1.737 -1.961
H -5.936 -0.630 -1.479
H -7.075 0.694 -3.226
H -3.031 2.336 0.324
H -3.361 3.672 2.362
H -4.150 2.593 4.451
H -4.568 0.147 4.471
H -4.203 -1.189 2.432
H -2.153 -3.024 0.934
H -1.305 -4.937 2.237
H 1.075 -5.029 2.919
H 2.593 -3.169 2.345
H 5.058 -0.492 1.340
H 6.393 0.689 3.006
H 5.270 2.111 4.716
H 2.816 2.236 4.763
H 2.325 -1.015 4.657
H 1.651 -2.882 6.117
H -0.746 -3.406 6.439
H -2.464 -2.071 5.243
H -1.787 -0.225 3.769
H 0.265 3.686 2.468
H -0.258 5.704 3.794
H -0.549 5.535 6.250
H -0.297 3.338 7.365
H 0.240 1.332 6.042
H 4.614 -2.279 0.508
H 5.997 -3.106 -1.333
H 5.269 -2.735 -3.684
H 3.049 -1.776 -4.121
H -1.878 -2.537 -1.993
H -4.093 -2.677 -3.026
H -4.567 -1.465 -5.143
H -2.767 -0.143 -6.213
H -0.532 -0.026 -5.173
H 0.971 -3.579 -0.658
H 1.171 -5.995 -1.037
H 1.113 -6.911 -3.345
H 0.784 -5.369 -5.258
H 0.481 -2.957 -4.864
O -0.205 3.854 0.419
H -0.134 3.378 -0.426
H -1.001 3.488 0.815
F 1.159 -0.150 -3.646
N 2.686 1.236 -0.345
C 3.427 2.012 -0.800
N 4.258 2.866 -1.255
C 4.251 3.618 -2.307
N 4.313 4.329 -3.227
O -0.307 2.510 -2.084
N 0.274 2.880 -3.173
C 1.493 3.460 -3.134
C 2.148 3.814 -4.297
C 1.547 3.574 -5.520
C 0.298 2.974 -5.541
C -0.323 2.629 -4.360
H 1.891 3.596 -2.140
H 3.135 4.246 -4.204
H 2.051 3.837 -6.441
H -0.208 2.744 -6.469
H -1.275 2.127 -4.280
*
```

- largest force on an atom (eV/Å) = 2.7
- lowest unoccupied orbital energy (spin up / spin down) (eV) = 4.14 / 4.14
- gap between HOMO and LUMO (spin up / spin down) (Eh) = 0.168 / 0.212
- total energy (Ha) = -4351.072141
- <S²> = 0.77

[2]
Computed, not measured: a structure of composition C61H51AgAs2F3N2OSb, with wB97M-V/def2-TZVPD.

ORCA input file:
```
! RIJCOSX wB97M-V def2-TZVPD def2/J DEFGRID3
* xyz -1 2
Ag -0.380 0.033 -0.281
C 1.613 3.377 -0.416
C 0.351 3.839 0.315
As -1.319 2.791 0.085
C -2.474 4.064 1.015
C -2.568 5.405 0.654
C -3.396 6.265 1.363
C -4.137 5.788 2.441
C -4.049 4.455 2.803
C -3.220 3.596 2.088
C -1.792 3.263 -1.756
C -0.883 3.096 -2.799
C -1.246 3.360 -4.113
C -2.535 3.786 -4.405
C -3.455 3.936 -3.376
C -3.088 3.674 -2.061
As 1.961 1.432 -0.449
C 3.563 1.468 -1.553
C 4.614 2.348 -1.323
C 5.727 2.340 -2.156
C 5.795 1.449 -3.223
C 4.752 0.570 -3.456
C 3.637 0.582 -2.622
C 2.717 1.237 1.339
C 1.843 1.387 2.412
C 2.282 1.216 3.717
C 3.614 0.905 3.958
C 4.492 0.746 2.893
C 4.044 0.894 1.585
H 2.484 3.840 0.045
H 1.599 3.687 -1.459
H 0.138 4.875 0.055
H 0.516 3.814 1.393
H -2.016 5.780 -0.200
H -3.468 7.306 1.071
H -4.785 6.458 2.994
H -4.628 4.076 3.636
H -3.164 2.549 2.362
H 0.112 2.727 -2.600
H -0.528 3.205 -4.909
H -2.826 3.979 -5.431
H -4.473 4.241 -3.595
H -3.826 3.773 -1.275
H 4.578 3.030 -0.483
H 6.544 3.026 -1.968
H 6.665 1.442 -3.869
H 4.801 -0.127 -4.284
H 2.819 -0.106 -2.804
H 0.795 1.589 2.238
H 1.572 1.293 4.535
H 3.960 0.759 4.975
H 5.528 0.480 3.076
H 4.735 0.742 0.767
F 1.737 -6.907 -4.207
C 1.520 -5.972 -3.250
C 1.992 -6.213 -1.974
C 1.767 -5.253 -0.995
C 1.082 -4.067 -1.280
C 0.622 -3.877 -2.583
C 0.837 -4.826 -3.582
Sb 0.659 -2.531 0.200
C 2.624 -2.658 1.038
C 3.709 -2.702 0.158
C 5.016 -2.783 0.625
C 5.218 -2.828 1.988
F 6.489 -2.898 2.456
C 4.182 -2.776 2.892
C 2.882 -2.678 2.407
C -0.401 -3.831 1.511
C 0.190 -4.842 2.266
C -0.572 -5.647 3.109
C -1.931 -5.428 3.169
F -2.678 -6.207 3.988
C -2.557 -4.442 2.437
C -1.780 -3.639 1.612
H 2.523 -7.133 -1.763
H 2.146 -5.439 0.005
H 0.064 -2.981 -2.836
H 0.469 -4.681 -4.589
H 3.540 -2.696 -0.915
H 5.864 -2.814 -0.049
H 4.393 -2.785 3.954
H 2.065 -2.598 3.114
H 1.263 -5.000 2.228
H -0.126 -6.428 3.713
H -3.626 -4.296 2.532
H -2.257 -2.832 1.061
O -0.165 -0.871 1.961
N -0.522 -0.491 3.224
C -0.210 -1.290 4.309
C -0.383 -0.822 5.576
C -0.909 0.478 5.821
C -1.343 1.210 4.682
C -1.158 0.726 3.422
H 0.141 -2.282 4.067
H -0.128 -1.482 6.397
H -1.063 0.847 6.825
H -1.843 2.167 4.790
H -1.484 1.221 2.519
C -5.916 0.979 -0.305
C -4.908 0.553 0.554
C -3.665 0.175 0.065
C -3.364 0.211 -1.314
C -4.404 0.643 -2.168
C -5.645 1.012 -1.670
N -2.089 -0.076 -1.747
C -1.848 -0.595 -2.995
C -2.758 -1.387 -3.732
C -2.421 -1.911 -4.971
C -1.172 -1.680 -5.546
C -0.257 -0.917 -4.829
C -0.581 -0.396 -3.585
H -6.886 1.273 0.078
H -5.089 0.505 1.623
H -2.898 -0.167 0.751
H -4.211 0.712 -3.232
H -6.411 1.349 -2.362
H -3.735 -1.594 -3.310
H -3.147 -2.522 -5.496
H -0.920 -2.088 -6.517
H 0.729 -0.728 -5.242
H 0.147 0.183 -3.031
*
```

- largest force on an atom (eV/Å) = 0.5
- lowest unoccupied orbital energy (spin up / spin down) (eV) = 2.27 / 2.27
- gap between HOMO and LUMO (spin up / spin down) (Eh) = 0.164 / 0.231
- total energy (Ha) = -7698.158453
- <S²> = 0.77